The following is a quantum chemistry calculation of a molecular structure, C22H35IrO3, from the Open Molecules 2025 dataset.

Last column: Mulliken charge in e.
Geometry (Å):
O  -1.346  2.815  -1.945  -0.573
C  -0.347  1.761  -1.841  2.349
C  -0.500  1.273  -3.276  -1.306
H  -0.631  1.029  -1.068  -1.315
H  0.634  2.207  -1.653  -0.489
C  -1.342  2.579  -3.372  1.734
H  -1.054  0.343  -3.399  0.283
H  0.409  1.313  -3.888  0.260
C  -2.722  2.420  -3.950  -1.784
H  -3.385  1.775  -3.373  0.352
H  -2.596  2.030  -4.964  0.394
H  -3.143  3.426  -4.071  0.441
C  -0.559  3.631  -4.143  -1.595
H  0.492  3.326  -4.249  0.360
H  -0.660  4.621  -3.675  0.326
H  -1.003  3.691  -5.149  0.398
Ir  1.770  -0.936  0.179  0.525
C  2.645  -2.395  -1.245  -0.993
C  2.045  -3.085  -0.141  -0.584
C  0.640  -2.771  -0.137  -0.380
H  2.555  -3.741  0.557  0.378
C  0.383  -1.829  -1.193  -0.349
C  1.625  -1.617  -1.896  -0.431
H  1.755  -0.977  -2.764  0.470
H  3.700  -2.428  -1.507  0.489
H  -0.109  -3.154  0.539  0.595
H  -0.584  -1.391  -1.430  0.650
C  3.971  -0.403  0.540  -0.860
C  3.562  0.301  -0.635  -0.916
C  2.477  1.157  -0.315  -0.442
H  3.979  0.219  -1.632  0.511
C  2.177  0.982  1.085  -0.389
C  3.124  0.023  1.608  -0.427
H  3.196  -0.308  2.635  0.901
H  4.751  -1.155  0.604  0.383
H  1.980  1.856  -0.976  0.972
H  1.414  1.510  1.647  0.275
O  -1.576  -0.261  1.363  -0.081
C  -2.275  0.657  0.518  -0.007
C  -3.620  1.101  1.082  -0.731
H  -2.414  0.121  -0.436  0.148
H  -1.642  1.540  0.368  0.153
C  -3.811  0.250  2.337  -0.622
H  -4.395  0.935  0.335  0.261
H  -3.601  2.166  1.318  0.300
C  -2.484  -0.521  2.485  -0.279
H  -4.664  -0.424  2.215  0.276
H  -3.988  0.889  3.209  0.258
H  -2.656  -1.610  2.557  0.238
H  -1.989  -0.194  3.423  0.086
C  0.946  -1.005  4.142  -1.206
C  1.313  -1.968  3.038  0.677
C  0.597  -3.287  3.111  -1.497
O  0.807  -1.288  1.893  -0.236
H  -0.147  -0.874  4.132  0.089
H  1.386  -0.014  3.950  0.294
H  1.257  -1.393  5.118  0.454
H  2.406  -2.113  2.989  0.311
H  -0.464  -3.116  2.916  0.127
H  0.972  -3.952  2.337  0.335
H  0.739  -3.736  4.092  0.439

**Total charge**: 0
**E_LUMO (alpha / beta)**: 0.5 / -1.0 eV
**Multiplicity**: 5
**Total energy**: -1188.961076 Ha